Entry 1:
Below is a molecular structure, C29H26Cl5F3FeN4 in a non-equilibrium geometry, with properties calculated with the ωB97M-V functional and the def2-TZVPD basis.

Geometry as ORCA input:
```
! RIJCOSX wB97M-V def2-TZVPD def2/J DEFGRID3
* xyz -1 6
Fe 0.2645 -0.0562 -0.2399
C -2.7607 3.2429 0.2587
C -2.1222 2.9729 1.6171
C -1.8662 1.4708 1.8339
N -0.5178 0.9601 1.5971
C 0.3185 1.0102 2.6108
C 0.1052 1.8396 3.7509
C 0.8741 2.1033 4.8643
C 2.0821 1.5641 5.2849
C 2.7294 0.5134 4.6610
C 2.4020 -0.2015 3.5241
C 1.3986 -0.0196 2.5409
N 1.2684 -0.8325 1.5160
C 1.9817 -2.1002 1.5529
C 1.3494 -3.0513 0.5507
C -0.1654 -3.0795 0.7188
N -0.7677 -1.9240 0.0781
C -2.0516 -1.9057 -0.1126
C -2.9560 -2.8309 0.4957
C -4.2538 -3.1560 0.1819
C -5.0550 -2.7394 -0.8791
C -4.7005 -1.7756 -1.8070
C -3.6171 -0.9145 -1.8436
C -2.5171 -0.7697 -0.9574
N -1.7522 0.3006 -0.9022
C -2.2301 1.4963 -1.5984
C -1.8462 2.8006 -0.8955
H -2.9853 4.3082 0.1578
H -3.7222 2.7201 0.2108
H -2.7737 3.3370 2.4187
H -1.1841 3.5289 1.6972
H -2.5285 0.9136 1.1740
H -2.1597 1.1960 2.8521
H -0.7931 2.4364 3.7020
H 0.4579 2.8693 5.5134
H 2.5293 1.9708 6.1830
H 3.6430 0.1766 5.1434
H 3.0918 -1.0037 3.3044
H 1.8751 -2.5252 2.5604
H 3.0539 -1.9970 1.3615
H 1.7666 -4.0540 0.6670
H 1.5893 -2.7306 -0.4637
H -0.4132 -3.0966 1.7902
H -0.5846 -3.9915 0.2790
H -2.5412 -3.3521 1.3491
H -4.7027 -3.8910 0.8449
H -6.0173 -3.2213 -0.9981
H -5.3990 -1.6409 -2.6286
H -3.5988 -0.2397 -2.6879
H -3.3217 1.4617 -1.6660
H -1.8515 1.4949 -2.6240
H -1.7987 3.5857 -1.6517
H -0.8327 2.7098 -0.4982
Cl 3.9136 0.0253 0.9321
C 3.1660 1.4981 0.3582
C 2.0306 1.4088 -0.4409
C 1.7883 2.5964 -1.1403
Cl 0.7313 2.5566 -2.5236
C 2.4277 3.8153 -0.8981
Cl 2.0065 5.2500 -1.7679
C 3.4264 3.8713 0.0672
Cl 4.1941 5.3673 0.4568
C 3.8338 2.6848 0.6668
Cl 5.1608 2.7136 1.7757
F 0.2453 -0.3897 -3.3237
C 0.7878 -0.9933 -2.2123
F 0.4065 -2.3087 -2.3857
F 2.1415 -1.0260 -2.4610
*
```

Entry 2:
Below is C3H5NO in the gas phase, with properties calculated with the ωB97M-V functional and the def2-TZVPD basis.

Geometry as ORCA input:
```
! RIJCOSX wB97M-V def2-TZVPD def2/J DEFGRID3
* xyz 0 1
O -0.8642 2.4989 0.2684
C -0.4556 1.3911 0.0306
N -1.1675 0.2554 -0.0734
C -0.3171 -0.8517 -0.4480
C 0.8200 -0.6545 0.4306
H 0.6949 1.2286 -0.1098
H -0.8647 -1.7676 -0.1850
H -0.0673 -0.9014 -1.5126
H 1.8567 -0.6017 0.0977
H 0.6583 -0.6757 1.5031
*
```

Entry 3:
Below is a molecular structure, ClHS2 in a non-equilibrium geometry, with properties calculated with the ωB97M-V functional and the def2-TZVPD basis.

Geometry as ORCA input:
```
! RIJCOSX wB97M-V def2-TZVPD def2/J DEFGRID3
* xyz 0 1
H -1.5286 -0.2102 -0.8327
S -0.6291 -0.3335 -0.0959
S 0.1535 -0.1750 -2.1737
Cl 0.5376 0.4910 2.1850
*
```

Entry 4:
Below is a gas-phase ion, C5H13NS (charge -1) in a non-equilibrium geometry, with properties calculated with the ωB97M-V functional and the def2-TZVPD basis.

Geometry as ORCA input:
```
! RIJCOSX wB97M-V def2-TZVPD def2/J DEFGRID3
* xyz -1 2
C 0.4917 -0.1925 -1.0017
N 0.3056 0.4716 0.2764
C -0.8315 1.3855 0.3602
C -1.9877 0.9475 1.2785
S -3.7092 0.9380 0.5664
C 1.1165 -1.5897 -0.8134
C 2.5593 -1.5501 -0.3920
H 0.9921 0.4268 -1.7591
H -0.4754 -0.3922 -1.4775
H 1.1296 0.9552 0.5682
H -0.4375 2.2249 0.9612
H -1.1261 1.7989 -0.6074
H -2.0510 1.5571 2.1768
H -1.9076 -0.1204 1.4583
H -4.4412 1.9458 1.1670
H 0.4819 -2.1258 -0.1097
H 0.9296 -2.1269 -1.7535
H 2.7383 -1.1971 0.6252
H 3.1563 -0.8513 -0.9944
H 3.0663 -2.5054 -0.5296
*
```

Entry 5:
Below is a molecular structure, C34H34BN15O4STi, with properties calculated with the ωB97M-V functional and the def2-TZVPD basis.

Geometry as ORCA input:
```
! RIJCOSX wB97M-V def2-TZVPD def2/J DEFGRID3
* xyz 2 1
Ti 0.1248 0.0160 0.4904
C -0.9972 3.6247 -1.7206
C -0.1859 2.9802 -0.7877
N -0.3087 1.6642 -0.9033
N -1.1976 1.4294 -1.9018
C -1.6175 2.6055 -2.4107
B -1.2489 0.0043 -2.4487
N -1.9065 -1.0323 -1.3520
C -3.8632 -2.0213 -0.3886
C -3.1483 -2.5141 0.8266
C -1.8259 -2.2596 0.7540
N -1.1123 -1.4710 -0.1913
N 0.1799 -0.5062 -2.5917
C 0.9043 -0.9232 -3.6483
C 2.1308 -1.3468 -3.1883
C 2.0862 -1.1335 -1.8082
N 0.9163 -0.6142 -1.4630
N -2.1016 -0.1856 -3.6614
C -2.2106 -1.3131 -4.4290
C -3.3496 -1.2064 -5.1767
C -3.9032 0.0326 -4.7915
N -3.1745 0.6245 -3.8688
H -1.0989 4.6821 -1.8864
H 0.4785 3.4030 -0.0524
H -2.3116 2.6194 -3.2316
H -3.7328 -2.7596 -1.1780
H -3.5491 -3.2086 1.5508
H -1.1475 -2.7037 1.4663
H 0.5040 -0.8828 -4.6471
H 2.9389 -1.7564 -3.7673
H 2.8257 -1.3538 -1.0566
H -1.4670 -2.0944 -4.4039
H -3.7214 -1.8988 -5.9111
H -4.7998 0.5085 -5.1544
N -3.5341 1.9479 1.6446
C -4.1206 1.0552 0.7688
C -5.4884 0.9341 0.3467
C -5.7457 -0.0183 -0.5552
C -4.7314 -0.9550 -1.0867
C -3.2406 -0.7254 -0.7770
C -3.1006 0.2941 0.2689
N -1.9257 0.6946 0.8420
C -2.2102 1.6972 1.6461
C -1.1182 2.2990 2.3792
C -1.0781 3.2630 3.3366
S 0.5348 3.4941 3.8419
C 1.0593 2.3234 2.7340
N 0.1077 1.7675 2.0352
H -4.0144 2.6622 2.1680
H -6.2536 1.6113 0.6986
H -6.7363 -0.1057 -0.9806
H -4.9830 -1.3254 -2.0716
H -2.0216 -1.8672 -1.9276
H -1.8915 3.8309 3.7576
H 2.1024 2.0722 2.6186
C -2.6707 -0.3950 3.8354
C -1.2754 -0.9007 3.7679
N -0.4092 -0.8363 2.7637
C 0.7081 -1.5136 3.1915
C 0.5314 -1.9824 4.4572
N -0.7248 -1.5791 4.7987
C 1.3297 -2.7686 5.4475
O 2.5256 -3.1784 5.0730
O 0.8488 -2.9724 6.5279
C 1.7870 -1.7155 2.2265
O 2.8184 -2.3053 2.4694
O 1.4956 -1.1928 1.0585
H -3.1661 -0.5368 2.8756
H -2.6955 0.6591 4.1132
H -3.2266 -0.9453 4.5927
H -1.1384 -1.7937 5.6977
H 2.7358 -2.9200 4.1452
N 2.1048 1.1759 0.2919
C 3.2273 1.1111 -0.0068
N 4.4729 1.0422 -0.3377
C 5.4217 0.2771 0.5174
C 6.8064 0.3579 -0.1002
C 6.8087 -0.1423 -1.5441
C 5.6920 0.5057 -2.3952
C 4.9429 1.5870 -1.6323
H 5.0814 -0.7597 0.5784
H 5.4091 0.7034 1.5212
H 7.4823 -0.2409 0.5100
H 7.1712 1.3857 -0.0457
H 6.6830 -1.2263 -1.5425
H 7.7844 0.0527 -1.9861
H 4.9725 -0.2498 -2.7152
H 6.0990 0.9520 -3.3027
H 4.0684 1.9368 -2.1792
H 5.5782 2.4497 -1.4283
*
```

Entry 6:
Below is C5H5N in the gas phase in a non-equilibrium geometry, with properties calculated with the ωB97M-V functional and the def2-TZVPD basis.

Geometry as ORCA input:
```
! RIJCOSX wB97M-V def2-TZVPD def2/J DEFGRID3
* xyz 0 1
C 15.3834 -0.7502 1.5012
C 16.0204 0.0894 2.4223
C 17.0033 0.9860 1.9299
N 17.3662 1.0572 0.6341
C 16.7258 0.2077 -0.2051
C 15.7506 -0.6997 0.1814
H 14.5939 -1.4194 1.8099
H 15.7328 0.0296 3.4616
H 17.3992 1.7589 2.5720
H 16.8689 0.2713 -1.2737
H 15.2900 -1.4096 -0.4896
*
```

SMILES string ... c1ccncc1

What did we get for energy relative to the best compared isomer or geometry (same formula, charge and spin)? Answer: 0.0, 398.9, 428.2, 44.4, 445.1, 16.4 kJ/mol, in the order shown.